1.
ORCA calculation (ωB97M-V/def2-TZVPD) on 15 unconnected molecules or ions with the total composition C72H166N8O15.

Geometry as XYZ:
```
261
Properties=species:S:1:pos:R:3
O 1.40360 5.75943 -0.90402
H 0.58449 6.12784 -0.55129
H 1.97593 6.05061 -0.19891
O -1.03156 3.60607 2.37696
H -0.85825 2.95562 1.66851
H -0.40438 3.67109 3.07040
O -4.53468 -1.71416 -0.24112
H -4.10182 -2.31561 0.36023
H -5.45844 -1.58691 0.01327
O 2.42978 4.46502 1.39007
H 3.25575 3.98051 1.22047
H 1.76135 4.21086 0.66687
O -0.71216 6.44437 0.78966
H -1.60910 6.55234 0.44081
H -0.76512 5.63628 1.31428
O 2.57137 3.82628 -2.52948
H 3.23916 4.03564 -3.19967
H 2.22517 4.67333 -2.19248
O -3.09593 -3.38794 1.57483
H -3.60861 -4.21696 1.45345
H -3.34078 -3.03384 2.46488
C -1.02342 -1.91964 3.70736
C -2.42030 -1.34677 4.15118
C -2.77158 -0.23930 3.22612
C -4.20602 0.27718 3.25502
C -5.12650 -0.96059 3.10343
C -4.86395 -1.95554 4.24829
N -3.44037 -2.38528 4.09242
O -3.08699 -3.36000 5.06063
C -5.15319 -1.49354 5.72204
C -5.71538 -3.24788 3.99792
C -2.08016 -0.77614 5.62435
H -0.71834 -2.77398 4.32449
H -0.44024 -1.06943 3.85066
H -1.14013 -2.26881 2.64637
H -2.09159 0.62213 3.40679
H -2.62262 -0.56406 2.22247
H -4.26475 0.93776 2.36500
H -4.33914 0.79561 4.18940
H -4.92935 -1.47870 2.13197
H -6.20643 -0.72771 3.15033
H -6.23037 -1.54210 5.85531
H -4.75465 -2.18826 6.39116
H -4.76495 -0.53117 5.95091
H -5.52197 -3.99592 4.81168
H -6.77762 -3.01860 3.87914
H -5.37703 -3.59580 3.03192
H -2.13023 -1.55450 6.32232
H -2.95873 -0.17127 5.83003
H -1.12581 -0.24519 5.60842
H -2.68905 -4.04313 4.52088
C -9.08373 -0.42759 -1.79360
C -8.02027 -0.56874 -0.71331
C -8.76355 -0.32543 0.62880
C -9.64769 -1.53201 1.05250
C -8.95198 -2.89373 1.06211
C -8.13758 -3.11521 -0.25496
N -7.36653 -1.90908 -0.57230
O -6.70848 -2.12179 -1.81237
C -7.09508 -4.14744 0.21463
C -9.06413 -3.48961 -1.36185
C -6.96846 0.52733 -0.87121
H -9.28726 0.59866 -1.99877
H -10.01008 -0.99248 -1.55155
H -8.76718 -0.92534 -2.71999
H -8.07436 -0.16632 1.49364
H -9.45354 0.58524 0.54442
H -10.56468 -1.54058 0.44562
H -9.99148 -1.26165 2.01771
H -9.62467 -3.75810 1.05428
H -8.28146 -2.94864 1.90198
H -6.68415 -4.78848 -0.57329
H -6.30051 -3.70433 0.79768
H -7.65901 -4.76767 0.98197
H -8.60982 -3.20554 -2.29391
H -9.20479 -4.53204 -1.40414
H -10.00586 -2.94728 -1.35676
H -6.18675 0.38594 -0.12455
H -7.40326 1.49138 -0.67207
H -6.44546 0.49743 -1.83520
H -5.78053 -2.13728 -1.64506
C 4.64945 -4.18316 2.39657
C 3.93280 -3.28182 1.35974
C 4.26116 -3.56377 -0.07000
C 3.51100 -4.77807 -0.60650
C 2.01988 -4.74531 -0.32529
C 1.68730 -4.57441 1.14820
N 2.41521 -3.34015 1.53854
O 1.99670 -2.93851 2.87089
C 0.19537 -4.30913 1.39439
C 2.08611 -5.82498 1.90635
C 4.31303 -1.86118 1.69225
H 4.27557 -3.83732 3.33258
H 5.74154 -4.02221 2.46160
H 4.45860 -5.28437 2.36765
H 3.81823 -2.70280 -0.58220
H 5.36137 -3.55044 -0.07267
H 3.89329 -5.65206 -0.06588
H 3.70875 -5.04248 -1.65200
H 1.63617 -5.78526 -0.69039
H 1.42408 -3.97818 -0.82745
H -0.10936 -3.29121 1.20898
H -0.38346 -5.00847 0.77109
H -0.05376 -4.54652 2.44363
H 2.94125 -6.36814 1.48605
H 2.21460 -5.66070 2.97274
H 1.21564 -6.48301 1.91771
H 3.85323 -1.55252 2.63493
H 4.03857 -1.21230 0.83093
H 5.37841 -1.68440 1.89265
H 2.01054 -3.77514 3.40950
C -7.52146 -0.34076 -6.17659
C -6.29147 0.56390 -6.38981
C -5.90025 1.38976 -5.15210
C -5.30172 0.55601 -4.09115
C -4.10436 -0.18443 -4.66490
C -4.36308 -0.99895 -5.91645
N -5.15257 -0.17368 -6.85138
O -5.48653 -1.02644 -8.01147
C -2.99828 -1.45348 -6.56355
C -4.99785 -2.36913 -5.45643
C -6.65207 1.56095 -7.48840
H -7.92191 -0.78619 -7.07378
H -8.25326 0.24603 -5.65886
H -7.13577 -1.16780 -5.47999
H -5.29907 2.16864 -5.63963
H -6.77713 1.87052 -4.83624
H -6.08259 -0.19991 -3.83282
H -5.06196 1.19768 -3.25813
H -3.63745 -0.89032 -3.96115
H -3.32452 0.57722 -4.83811
H -2.34328 -0.57438 -6.71401
H -2.54342 -2.09058 -5.81001
H -3.22428 -1.97592 -7.45625
H -4.19285 -2.76064 -4.84088
H -5.78462 -2.21349 -4.71795
H -5.20389 -3.01866 -6.33852
H -7.59282 2.11802 -7.26696
H -6.84625 1.12703 -8.44982
H -5.96383 2.39286 -7.61863
H -4.88816 -0.73789 -8.74618
C 4.01121 1.27002 -5.07506
C 4.31140 -0.18112 -5.36656
C 5.50363 -0.72265 -4.60605
C 5.65114 -2.27183 -4.60762
C 4.28645 -2.84161 -4.17666
C 3.10479 -2.39278 -5.00612
N 3.04224 -0.91569 -4.94626
O 2.00467 -0.49774 -5.79655
C 3.10569 -2.96350 -6.40160
C 1.82481 -2.94598 -4.36406
C 4.71486 -0.26065 -6.83861
H 3.49984 1.31456 -4.07966
H 3.28873 1.63897 -5.79064
H 4.86451 1.95519 -5.10368
H 6.36664 -0.27840 -5.06025
H 5.48993 -0.41178 -3.55402
H 6.43480 -2.55252 -3.92191
H 5.98847 -2.58632 -5.64306
H 4.13330 -2.40445 -3.15664
H 4.23350 -3.97483 -4.08600
H 2.96826 -4.06746 -6.32334
H 2.28752 -2.53084 -7.00426
H 4.04038 -2.94382 -6.91118
H 0.97624 -2.42284 -4.80630
H 1.84291 -4.03648 -4.56158
H 1.93764 -2.94530 -3.25736
H 5.23875 0.67093 -7.04772
H 3.87984 -0.28648 -7.56410
H 5.40037 -1.08334 -6.97122
H 1.59426 0.24976 -5.34503
C -0.26515 1.20434 -2.72180
C -0.85118 1.19598 -1.27791
C -1.37113 -0.21843 -0.86009
C -0.14379 -1.14161 -0.75781
C 0.84081 -0.74607 0.34425
C 1.37341 0.65152 0.04384
N 0.18177 1.55791 -0.21013
O 0.64269 2.88293 -0.51316
C 1.85650 1.23138 1.32942
C 2.49784 0.67146 -0.98423
C -1.91691 2.17529 -1.19472
H -1.05252 0.66371 -3.25440
H 0.58916 0.56961 -2.78746
H -0.03532 2.19431 -3.07403
H -1.85620 -0.06921 0.10940
H -2.18230 -0.49749 -1.54673
H 0.34742 -1.15369 -1.70358
H -0.55169 -2.22793 -0.62594
H 1.69238 -1.47629 0.38917
H 0.42281 -0.80383 1.31308
H 2.33898 2.18951 1.07216
H 1.06461 1.30092 2.07526
H 2.55407 0.56163 1.81385
H 2.22423 0.29832 -1.99620
H 2.84188 1.70470 -1.11123
H 3.34808 0.01514 -0.65547
H -2.68244 1.87231 -1.90032
H -1.53299 3.24535 -1.40515
H -2.35731 2.12678 -0.18166
H 1.17894 2.85037 -1.31889
C 2.60599 6.12508 5.29598
C 3.42606 4.81099 5.35632
C 4.07689 4.72064 6.70220
C 4.73792 3.42776 6.91652
C 3.58386 2.33582 6.97298
C 2.75558 2.33702 5.67656
N 2.43598 3.72021 5.28758
O 1.67304 3.65226 4.11892
C 3.56982 1.46703 4.62754
C 1.41710 1.57791 6.00652
C 4.58148 4.75143 4.30136
H 2.18872 6.27767 6.26139
H 1.79578 6.06622 4.55265
H 3.34576 6.92741 5.12232
H 4.83173 5.53433 6.75754
H 3.29601 4.87638 7.46529
H 5.27540 3.46485 7.81324
H 5.45465 3.14315 6.09286
H 2.95532 2.60903 7.84260
H 4.01229 1.41293 7.28951
H 2.94935 1.39046 3.70683
H 4.59624 1.82666 4.37108
H 3.75816 0.47810 5.01306
H 0.84916 2.33640 6.49052
H 0.95256 1.05382 5.12534
H 1.55659 0.77653 6.70031
H 5.51184 4.25950 4.61729
H 4.75311 5.85328 4.21662
H 4.34324 4.32902 3.30078
H 2.27107 3.85983 3.34442
C 7.62855 2.39396 3.53887
C 7.74266 2.25550 2.02967
C 6.74473 1.12158 1.59577
C 6.37582 1.12263 0.07883
C 5.89577 2.51978 -0.35463
C 6.79553 3.67571 0.12700
N 7.10073 3.49026 1.53284
O 7.78648 4.67308 1.94105
C 7.99206 3.95013 -0.78937
C 5.89894 4.88431 0.03124
C 9.19977 2.04989 1.66070
H 7.98021 1.44776 4.02662
H 6.53692 2.52085 3.79170
H 8.25103 3.21333 3.93633
H 7.27388 0.15011 1.79112
H 5.80486 1.25179 2.13407
H 5.66541 0.32578 -0.21469
H 7.30426 0.96248 -0.51817
H 4.94813 2.74210 0.16513
H 5.87157 2.63415 -1.43424
H 8.61343 4.60701 -0.15149
H 8.59465 3.08936 -1.07176
H 7.68959 4.52884 -1.67323
H 5.23157 4.97980 0.89024
H 6.38285 5.87493 -0.10155
H 5.28517 4.88153 -0.85004
H 9.42211 2.08822 0.60737
H 9.74495 1.17894 1.95530
H 9.72699 2.86332 2.07989
H 7.27015 4.94435 2.71223
```

The molar mass is 1384.16 g/mol. The total charge is 0. As for the orbital gap: 8.4 eV. The HOMO energy comes out at -8.03 eV.

These are the Löwdin partial charges, in e, on atoms 1 to 8: -0.058 0.016 0.035 -0.042 0.026 -0.005 -0.064 -0.015


2.
ORCA calculation (ωB97M-V/def2-TZVPD) on C6H7NO in the gas phase.

Geometry as XYZ:
```
15
Properties=species:S:1:pos:R:3
C -1.78745 -0.00072 0.06917
C -2.90332 -0.46589 -0.04129
C 1.91660 -0.19470 -0.22945
C -0.42385 0.47769 0.04548
C 2.85925 -1.20894 -0.03767
C -0.27911 1.80723 0.21863
N 0.58016 -0.43145 -0.11486
O -4.17185 -0.77795 -0.05980
H 2.14842 0.66229 -0.65979
H 2.80751 -2.16619 0.52654
H 3.86419 -0.86539 -0.15059
H 0.83676 2.17014 0.34619
H -1.05867 2.45673 0.21889
H 0.33799 -1.41720 -0.05367
H -4.72663 -0.04567 -0.07776
```

The molar mass is 109.13 g/mol. The total charge is 0. As for the orbital gap: 8.2 eV. The HOMO energy comes out at -7.74 eV.

These are the Löwdin partial charges, in e, on atoms 1 to 8: 0.034 -0.127 -0.183 -0.388 0.016 0.048 0.019 0.099


3.
ORCA calculation (ωB97M-V/def2-TZVPD) on C2H6NOPS in the gas phase.

Geometry as XYZ:
```
12
Properties=species:S:1:pos:R:3
C -0.21987 -0.23919 -1.30928
C 0.43479 0.07396 1.54208
N 1.66242 -2.15410 -0.13395
O 2.34590 0.39782 -0.56058
P 1.07440 -0.70761 -0.04631
S 3.73151 0.55828 0.31219
H -0.08743 -0.47450 -2.37118
H -0.21001 0.90125 -1.36495
H -1.09093 -0.55146 -0.70753
H 0.23720 1.19470 1.35283
H 1.07796 -0.23926 2.40792
H -0.49009 -0.47025 1.68496
```

The molar mass is 123.12 g/mol. The total charge is 0. As for the orbital gap (spin up / spin down): 7.6 / 7.2 eV. The HOMO energy (spin up / spin down) comes out at -8.94 / -8.71 eV.

These are the Löwdin partial charges, in e, on atoms 1 to 8: -0.177 -0.190 -0.179 -0.896 0.505 0.606 0.054 0.068


Asked for energy relative to the best compared isomer or geometry (same formula, charge and spin) across the records above, the calculation gives 0.00 393.45 291.89 kJ/mol in order.
Asked for max |F| across the records above, the calculation gives 3.52 6.96 2.74 eV/Å in order.
Asked for E across the records above, the calculation gives -119979.549 -9868.580 -25829.062 eV in order.